An isolated molecule of C3H3Br2N at a distorted geometry. Source: the Open Molecules 2025 dataset; level of theory: the ωB97M-V functional and the def2-TZVPD basis.

Calculated values
Net charge: 0
Energy above the lowest of the compared OMol25 structures with the same formula, charge and spin (kcal per mole): 6.0
Structure (SMILES): N#C[C@@H](Br)CBr
HOMO level (Eh): -0.383
Lowest unoccupied orbital energy (eV): -0.034
Frontier orbital gap (eV): 10.4

Geometry (Å):
Br: -0.4715 -3.0150 0.7284
Br: 0.7811 -2.0086 -2.1275
N: 1.4012 1.4499 -1.2970
C: -0.1411 -1.0972 0.3910
C: -0.0667 -0.6509 -1.0835
C: 0.6656 0.5618 -1.1988
H: -1.0539 -0.5204 -1.5839
H: -0.8838 -0.4812 0.8942
H: 0.9559 -0.9989 0.7013

A cluster of 13 separate species, C5H35NO13S in total at a distorted geometry. Source: the Open Molecules 2025 dataset; level of theory: the ωB97M-V functional and the def2-TZVPD basis.

Calculated values
Net charge: -2
Energy above the lowest of the compared OMol25 structures with the same formula, charge and spin (kcal per mole): 8.8
HOMO level (Eh): -0.052
Lowest unoccupied orbital energy (eV): 4.900
Frontier orbital gap (eV): 6.3

Geometry (Å):
S: 3.0484 1.4048 0.0292
O: 2.9959 -1.7929 0.1287
O: -3.5599 -1.3420 1.1819
O: 3.9873 -1.0077 3.3198
O: -2.8339 0.3326 -0.8601
O: 2.7650 -3.1848 -2.3422
O: -2.0132 2.9019 -0.5861
O: 1.9004 -2.3886 2.3896
O: -0.6626 0.7688 4.7496
O: -3.1137 -2.0869 -2.2174
O: -0.9917 1.3338 -3.2132
O: -2.9131 1.3882 1.5098
O: -0.2949 1.8382 2.2106
O: 0.9618 4.1059 0.1086
N: 0.4689 -0.6556 -1.3259
C: -0.6000 -2.0805 0.3251
C: 2.3428 0.9074 -1.6846
C: 0.3825 1.0328 -3.1566
C: -0.1566 -0.6676 -0.0074
C: 0.8504 0.7202 -1.7109
H: 2.2621 -1.4605 -0.4146
H: 0.3170 3.6763 0.6722
H: 2.3500 -2.4848 1.4908
H: -1.2380 1.6814 1.9727
H: 0.7787 0.2158 -3.7761
H: -1.4224 0.2757 4.4358
H: -3.0169 1.0673 0.5424
H: 2.8503 -0.0451 -1.8344
H: 0.1088 -2.8767 0.1564
H: 0.3022 1.4399 -1.0925
H: -3.2267 2.2952 1.5356
H: 0.4072 1.6905 1.5701
H: -0.9563 0.0744 0.0902
H: 0.8537 1.9712 -3.4488
H: -1.5959 0.7566 -2.7285
H: -1.4939 -2.2536 -0.2780
H: -2.8416 -1.2732 -1.7360
H: 3.1961 -1.4493 2.9082
H: 2.0275 -2.5698 -2.4373
H: -0.9718 -2.1732 1.3486
H: -0.5378 1.3558 3.9712
H: 2.8052 1.7656 -2.1518
H: 3.6988 -1.1283 0.2132
H: -2.2438 1.9329 -0.7063
H: 1.2858 -1.7031 2.1401
H: -0.1949 -0.9602 -2.0315
H: 3.6082 -0.2180 3.7142
H: 2.7885 -3.2913 -1.3828
H: 1.5758 3.5333 -0.3679
H: -3.5323 0.3342 -1.4888
H: -1.1492 2.9408 -0.9785
H: -3.2657 -0.6497 1.7838
H: -3.2869 -0.9754 0.3045
H: -3.4381 -2.6798 -1.5347
H: 0.6323 -0.3429 0.6899

A cluster of 9 separate species, C36H54O27 in total at a distorted geometry. Source: the Open Molecules 2025 dataset; level of theory: the ωB97M-V functional and the def2-TZVPD basis.

Calculated values
Net charge: 0
Energy above the lowest of the compared OMol25 structures with the same formula, charge and spin (kcal per mole): 130.3
Structure (SMILES): C[C@H]1COC(=O)O1.C[C@H]1COC(=O)O1.C[C@H]1COC(=O)O1.C[C@H]1COC(=O)O1.C[C@H]1COC(=O)O1.C[C@H]1COC(=O)O1.C[C@H]1COC(=O)O1.C[C@H]1COC(=O)O1.C[C@H]1COC(=O)O1
HOMO level (Eh): -0.380
Lowest unoccupied orbital energy (eV): -0.405
Frontier orbital gap (eV): 9.9

Geometry (Å):
O: -27.1149 4.4865 -14.7046
O: -23.1530 4.7722 -14.0616
O: -33.2086 5.6541 -12.2271
O: -28.5477 2.3255 -18.7967
O: -32.4706 5.2983 -4.4692
O: -31.1272 8.3231 -12.0458
O: -25.9984 2.7533 -13.7193
O: -29.8386 9.4027 -13.4318
O: -34.5176 2.5437 -11.2426
O: -31.8633 4.3201 -6.3907
O: -24.9468 0.2682 -8.9289
O: -23.1026 1.0542 -8.0588
O: -24.1387 6.8826 -13.8947
O: -24.5870 2.2950 -9.2588
O: -24.1875 1.0178 -20.2699
O: -23.7479 2.7762 -18.9276
O: -28.0841 3.3757 -13.2415
O: -32.9208 1.5631 -12.5366
O: -32.7559 1.3072 -10.4534
O: -33.4963 6.9043 -10.3903
O: -34.7790 7.0688 -12.3847
O: -24.8623 1.0852 -18.1251
O: -31.7664 6.4112 -6.3946
O: -29.3486 3.1648 -16.9518
O: -24.7811 5.2483 -12.5043
O: -28.1053 4.4384 -18.2835
O: -28.9561 7.6589 -12.3623
C: -35.0828 6.2393 -13.4246
C: -27.0390 3.4010 -13.9267
C: -31.2652 -0.4622 -10.1374
C: -31.8818 9.4543 -12.3686
C: -29.1690 1.2260 -18.1865
C: -27.1670 0.0429 -9.5316
C: -31.4866 0.8790 -10.8923
C: -32.0945 5.3765 -5.6689
C: -23.9692 5.5426 -13.4756
C: -33.4759 1.9608 -11.3814
C: -28.6293 3.3852 -18.0339
C: -29.8703 8.4781 -12.5436
C: -23.9258 3.1612 -17.6621
C: -24.6620 4.4506 -17.8852
C: -24.2484 1.6389 -19.2090
C: -25.7524 8.4911 -13.4600
C: -33.7373 5.4577 -13.5056
C: -25.4606 6.4153 -12.0829
C: -28.1884 0.0295 -17.9384
C: -35.3248 7.0102 -14.7526
C: -33.8367 6.5778 -11.5164
C: -25.7918 2.0323 -10.0486
C: -31.5326 10.3590 -14.6926
C: -25.8371 0.5177 -9.9663
C: -29.7588 4.6894 -12.6350
C: -28.3820 5.1188 -14.7149
C: -31.2067 4.5750 -7.6352
C: -24.8011 1.9933 -17.0247
C: -29.7209 1.7860 -16.8864
C: -30.9319 10.1964 -13.2711
C: -24.7584 7.5330 -12.8722
C: -31.1859 6.0895 -7.6719
C: -31.7630 0.8009 -12.4037
C: -32.0652 3.8510 -8.6869
C: -29.0809 4.1437 -13.8688
C: -24.1312 1.2043 -8.7184
H: -27.1885 -1.0450 -9.4670
H: -35.9932 7.8485 -14.5560
H: -30.5806 5.3916 -12.7748
H: -25.5415 2.4043 -11.0421
H: -26.5212 8.1110 -14.1326
H: -28.2784 6.0999 -14.2514
H: -33.9059 4.4159 -13.7781
H: -30.7350 1.6334 -10.6598
H: -26.6584 2.5064 -9.5879
H: -27.8701 -0.4885 -18.8431
H: -25.2966 4.4635 -18.7714
H: -28.7623 5.2375 -15.7295
H: -31.8233 6.5556 -8.4233
H: -30.1646 3.9601 -11.9338
H: -29.9662 0.8455 -18.8251
H: -25.3661 4.6316 -17.0730
H: -33.0005 4.4107 -8.6942
H: -30.8967 1.2616 -12.8784
H: -25.1686 9.1163 -14.1356
H: -30.6694 11.1526 -12.8186
H: -33.1856 5.8636 -14.3534
H: -25.3844 6.4101 -10.9956
H: -24.2261 1.5171 -16.2305
H: -26.1532 9.1128 -12.6593
H: -34.4790 7.3845 -15.3293
H: -32.0908 9.5257 -15.1194
H: -28.6953 -0.6648 -17.2682
H: -30.7888 1.5680 -16.8697
H: -24.0503 7.9890 -12.1803
H: -35.8203 5.5186 -13.0714
H: -32.0780 -1.1798 -10.2491
H: -23.9595 5.2820 -17.9426
H: -26.5408 6.3171 -12.1907
H: -32.3232 2.8085 -8.5007
H: -22.9478 3.3120 -17.2051
H: -35.8706 6.4018 -15.4739
H: -27.2912 0.2445 -17.3580
H: -25.6944 2.4143 -16.5634
H: -30.4292 -1.1098 -10.4019
H: -32.0113 9.9689 -11.4165
H: -29.0286 5.2788 -12.0804
H: -31.5936 3.9614 -9.6634
H: -30.1634 4.2768 -7.5311
H: -27.6396 0.4665 -8.6454
H: -29.7400 3.5329 -14.4856
H: -29.2466 1.3321 -16.0163
H: -31.8816 -0.2336 -12.7259
H: -30.1793 6.5076 -7.6693
H: -25.5120 -0.0399 -10.8447
H: -31.0364 -0.2596 -9.0911
H: -30.7695 10.6249 -15.4241
H: -27.9493 0.2784 -10.2532
H: -32.7925 9.0915 -12.8451
H: -32.2281 11.1966 -14.6398

A cluster of 2 separate species, C5H14N3 in total. Source: the Open Molecules 2025 dataset; level of theory: the ωB97M-V functional and the def2-TZVPD basis.

Calculated values
Net charge: +1
Energy above the lowest of the compared OMol25 structures with the same formula, charge and spin (kcal per mole): 54.3
HOMO level (Eh): -0.483
Lowest unoccupied orbital energy (eV): -3.191
Frontier orbital gap (eV): 9.9

Geometry (Å):
N: -1.2795 -1.2736 -2.6967
N: 1.5571 -0.1090 -0.5613
N: -0.1595 1.4071 1.1447
C: -0.8756 0.4225 1.8722
C: -0.3058 -0.4031 2.7319
C: 0.7657 -0.5055 -1.7763
C: 0.1976 2.4614 1.7456
C: -0.6905 -0.7859 -1.4559
H: -2.2888 -1.2934 -2.6234
H: -1.1793 0.1527 -1.2097
H: -1.9220 0.3295 1.6197
H: 1.2357 -1.3855 -2.2144
H: -0.9777 -2.2195 -2.9001
H: -0.0498 2.6720 2.7831
H: 0.8498 0.2973 -2.5030
H: 0.7614 3.2242 1.2212
H: 2.3665 0.4566 -0.8153
H: -0.8789 -1.1696 3.2318
H: 0.9785 0.4514 0.1133
H: 0.7427 -0.3135 2.9790
H: 1.9127 -0.9248 -0.0635
H: -0.7605 -1.4913 -0.6229

Copy entry 4 word for word.
A cluster of 2 separate species, C5H14N3 in total. Source: the Open Molecules 2025 dataset; level of theory: the ωB97M-V functional and the def2-TZVPD basis.

Calculated values
Net charge: +1
Energy above the lowest of the compared OMol25 structures with the same formula, charge and spin (kcal per mole): 54.3
HOMO level (Eh): -0.483
Lowest unoccupied orbital energy (eV): -3.191
Frontier orbital gap (eV): 9.9

Geometry (Å):
N: -1.2795 -1.2736 -2.6967
N: 1.5571 -0.1090 -0.5613
N: -0.1595 1.4071 1.1447
C: -0.8756 0.4225 1.8722
C: -0.3058 -0.4031 2.7319
C: 0.7657 -0.5055 -1.7763
C: 0.1976 2.4614 1.7456
C: -0.6905 -0.7859 -1.4559
H: -2.2888 -1.2934 -2.6234
H: -1.1793 0.1527 -1.2097
H: -1.9220 0.3295 1.6197
H: 1.2357 -1.3855 -2.2144
H: -0.9777 -2.2195 -2.9001
H: -0.0498 2.6720 2.7831
H: 0.8498 0.2973 -2.5030
H: 0.7614 3.2242 1.2212
H: 2.3665 0.4566 -0.8153
H: -0.8789 -1.1696 3.2318
H: 0.9785 0.4514 0.1133
H: 0.7427 -0.3135 2.9790
H: 1.9127 -0.9248 -0.0635
H: -0.7605 -1.4913 -0.6229

lowest unoccupied orbital energy of number 4 (C5H14N3)?
-3.191 eV

What is the frontier orbital gap in the third record?
9.9 eV

What is the frontier orbital gap in the first record?
10.4 eV